[1]
Below is a structure of composition C64H55Br2N6P4SSe2Sn, with properties calculated with ωB97M-V/def2-TZVPD.

As for the spin multiplicity: 1. Its charge is +3. The lowest unoccupied orbital energy (alpha / beta) comes out at -0.326 / -0.318 Ha. The orbital gap (alpha / beta) comes out at 4.7 / 4.9 eV.

Last column: Löwdin charge in e.
Element x y z (Å)
Sn: -0.069348 0.339241 -0.226771  1.089
C: 4.820768 -5.095944 3.747307  -0.405
S: 5.742548 -3.558073 3.504639  0.817
C: 4.769859 -2.407728 4.532850  -0.464
C: 3.966101 -1.401143 3.710982  -0.240
C: 2.997715 -2.118188 2.775316  -0.238
N: 2.126931 -1.239385 1.925662  -0.422
P: 0.631953 -0.659046 2.482883  0.898
C: 0.852829 -0.129208 4.191940  -0.371
C: 1.365507 1.154457 4.408189  -0.104
C: 1.597994 1.603511 5.698052  -0.057
C: 1.303911 0.778071 6.777165  -0.043
C: 0.778551 -0.491875 6.568786  -0.047
C: 0.547484 -0.949005 5.277675  -0.076
C: -0.585645 -1.976432 2.607411  -0.417
C: -1.897903 -1.356100 2.903300  -0.117
C: -3.094589 -1.916798 2.793199  -0.043
C: -3.344061 -3.352873 2.453508  -0.154
C: -1.414703 -4.307795 2.074453  -0.163
C: -0.362957 -3.233909 2.207072  -0.128
P: 2.668310 -0.460765 0.503262  0.906
C: 4.321899 0.180948 0.805136  -0.373
C: 5.465115 -0.563408 0.507971  -0.074
C: 6.716723 -0.029081 0.777220  -0.042
C: 6.830561 1.245507 1.321075  -0.041
C: 5.693704 1.991942 1.611143  -0.059
C: 4.440574 1.462696 1.350590  -0.104
C: 2.966806 -1.699229 -0.789577  -0.453
C: 3.012120 -3.079489 -0.619421  -0.146
C: 3.236990 -3.907323 -1.712831  -0.058
C: 3.389793 -3.367542 -2.983335  -0.049
C: 3.327402 -1.988939 -3.167123  -0.062
C: 3.119568 -1.160145 -2.074714  -0.123
H: 5.426423 -5.894280 3.321163  0.036
H: 3.850199 -5.073267 3.240979  0.022
H: 4.682077 -5.289096 4.811238  0.042
H: 5.488549 -1.878626 5.155678  0.078
H: 4.121828 -3.001065 5.183411  0.083
H: 4.653492 -0.782838 3.135662  0.092
H: 3.412757 -0.744972 4.386804  0.101
H: 2.337324 -2.751310 3.373778  0.114
H: 3.579084 -2.758126 2.114337  0.067
H: 1.590605 1.794096 3.560191  0.093
H: 2.003958 2.593706 5.866311  0.117
H: 1.477725 1.128242 7.787639  0.121
H: 0.551013 -1.130362 7.413821  0.118
H: 0.142679 -1.941085 5.114641  0.105
H: -1.866513 -0.307198 3.192496  0.109
H: -3.962872 -1.313023 3.020251  0.107
H: -4.397819 -3.601596 2.517099  0.126
H: -0.970795 -5.275448 1.854445  0.157
H: 0.655265 -3.536235 1.990743  0.089
H: 5.382539 -1.555259 0.080886  0.111
H: 7.605587 -0.607133 0.555199  0.121
H: 7.811915 1.663112 1.512464  0.120
H: 5.789342 2.986415 2.030018  0.115
H: 3.549505 2.042625 1.572242  0.093
H: 2.877273 -3.518867 0.359965  0.094
H: 3.300082 -4.979604 -1.567892  0.119
H: 3.566957 -4.019526 -3.830344  0.118
H: 3.444646 -1.564617 -4.158327  0.115
H: 3.097521 -0.080908 -2.209636  0.109
Br: 0.071524 1.630635 -7.059236  0.898
C: 0.020917 1.272580 -5.233303  -0.660
C: 0.006575 -0.033569 -4.772542  -0.064
C: -0.025485 -0.236019 -3.409288  -0.127
N: -0.041193 0.777295 -2.531076  -0.016
C: -0.031071 2.042140 -2.975327  -0.187
C: -0.004626 2.323303 -4.325730  -0.025
C: -0.065693 3.100563 -1.928577  -0.194
C: 0.018393 4.449392 -2.206170  -0.024
C: -0.043923 5.357709 -1.156946  -0.657
Br: 0.076671 7.181270 -1.505258  0.903
C: -0.193886 4.900842 0.144053  -0.061
C: -0.256940 3.537967 0.340252  -0.097
N: -0.187738 2.660967 -0.671173  -0.040
H: 0.018905 -0.872562 -5.455174  0.123
H: -0.033261 -1.238559 -2.996843  0.036
H: -0.011753 3.339737 -4.690412  0.116
H: 0.137412 4.816881 -3.214826  0.115
H: -0.256262 5.587153 0.977248  0.124
H: -0.371526 3.125285 1.337645  0.119
Se: -7.186154 0.458422 -0.357510  0.711
P: -6.184240 -1.499284 -0.306999  0.750
C: -6.355831 -2.439294 -1.816474  -0.351
C: -5.980469 -3.785942 -1.873550  -0.104
C: -6.081510 -4.473693 -3.069989  -0.056
C: -6.536208 -3.822411 -4.210749  -0.045
C: -6.902205 -2.483967 -4.156236  -0.043
C: -6.817910 -1.786599 -2.958819  -0.088
C: -6.633601 -2.413764 1.164471  -0.361
C: -6.606555 -1.693341 2.362346  -0.126
C: -6.930330 -2.326069 3.550048  -0.049
C: -7.281826 -3.673774 3.546174  -0.037
C: -7.348119 -4.376578 2.352148  -0.046
C: -7.038596 -3.748798 1.153341  -0.069
C: -4.459695 -0.887040 -0.173328  -0.381
C: -3.129026 -1.297772 -0.200131  -0.434
N: -2.390464 -0.169786 -0.184498  -0.169
N: -3.194143 0.893352 -0.153150  -0.010
N: -4.429565 0.474039 -0.148732  -0.072
P: -2.267979 -2.855269 -0.339334  0.827
Se: -0.160295 -2.488270 -0.717893  0.602
C: -2.766828 -3.545072 -1.940993  -0.392
C: -2.436330 -4.858800 -2.284559  -0.094
C: -2.578640 -5.286573 -3.596805  -0.043
C: -3.008182 -4.400369 -4.576497  -0.051
C: -3.300852 -3.082121 -4.244551  -0.068
C: -3.182781 -2.650948 -2.931529  -0.102
C: -2.650049 -3.941984 1.144349  -0.335
C: -2.397892 -4.280642 3.285707  -0.166
C: -2.951407 -5.628778 3.651286  -0.019
C: -3.535644 -6.473097 2.807655  -0.065
C: -3.793946 -6.212683 1.386294  -0.050
C: -3.436833 -5.150541 0.661154  -0.094
H: -5.618544 -4.296989 -0.991083  0.079
H: -5.814715 -5.523476 -3.111204  0.124
H: -6.614788 -4.364956 -5.145621  0.125
H: -7.276008 -1.982936 -5.040562  0.122
H: -7.129700 -0.751369 -2.912323  0.065
H: -6.355650 -0.637810 2.358214  0.093
H: -6.933874 -1.764409 4.476513  0.122
H: -7.529961 -4.167971 4.477892  0.123
H: -7.663154 -5.412822 2.348361  0.122
H: -7.137795 -4.294298 0.227629  0.097
H: -2.052403 -5.545224 -1.538327  0.116
H: -2.339167 -6.310768 -3.856378  0.122
H: -3.111422 -4.737354 -5.602664  0.123
H: -3.619565 -2.384191 -5.011009  0.120
H: -3.406583 -1.618657 -2.684369  0.108
H: -1.992582 -3.782245 4.161022  0.146
H: -2.842505 -5.924943 4.690808  0.121
H: -3.887521 -7.425543 3.189606  0.114
H: -4.372402 -6.975429 0.871606  0.118
H: -3.782953 -5.122175 -0.359145  0.057

Atomic forces in eV per Å
-0.2 -0.6 0.1
-0.1 0.1 -0.1
0.0 0.0 0.1
0.0 -0.1 -0.2
-0.2 0.0 0.0
0.0 0.2 0.1
-0.2 0.3 -0.1
0.2 -0.2 0.3
-0.1 0.3 -0.1
0.0 -0.1 0.1
0.0 0.0 -0.1
0.0 -0.1 0.0
0.0 0.0 0.0
0.1 0.1 0.0
-0.3 0.2 0.0
0.4 0.1 0.0
-0.2 -0.3 0.0
0.2 0.0 -0.1
-0.1 0.2 0.0
-0.2 -0.2 0.2
0.3 -0.5 -0.1
-0.1 0.3 -0.1
0.0 0.1 0.0
0.0 0.0 0.0
0.0 0.0 0.0
0.0 0.0 0.0
0.0 -0.1 0.0
-0.2 0.1 -0.2
0.1 0.0 0.0
0.0 0.0 0.0
0.0 0.0 0.0
0.0 0.0 0.0
0.0 -0.1 0.1
0.0 0.0 0.0
0.1 0.0 0.1
0.0 0.0 -0.1
-0.1 0.0 0.1
0.1 0.1 0.0
0.0 0.0 0.0
0.1 0.0 0.0
-0.1 0.0 -0.1
0.0 -0.1 0.0
0.0 0.0 0.0
0.0 -0.1 0.0
0.0 0.0 -0.1
0.0 0.0 0.0
0.0 0.0 0.0
0.0 0.0 0.0
-0.1 0.0 0.0
-0.1 0.0 -0.1
0.0 0.0 0.0
0.0 0.0 -0.1
0.0 0.0 0.0
0.0 0.0 0.0
-0.1 0.0 0.0
0.0 -0.1 0.0
0.0 0.0 0.0
0.0 0.0 0.0
0.0 0.1 0.0
0.0 0.0 0.0
0.0 0.0 0.1
0.0 0.0 0.0
0.0 0.0 -0.1
0.0 0.0 -0.1
0.0 0.0 0.0
0.0 0.1 0.0
0.0 -0.6 0.2
0.0 0.1 0.1
0.0 0.1 0.0
0.0 -0.1 0.0
0.0 0.1 -0.1
0.0 0.1 0.0
0.0 0.0 0.0
0.0 -0.1 0.1
0.0 -0.1 -0.1
-0.1 0.0 0.5
0.0 0.0 0.0
0.0 0.1 0.0
0.0 0.0 0.0
0.0 0.0 0.0
0.0 0.0 0.0
0.0 0.0 -0.1
0.0 -0.1 0.0
0.8 0.1 0.1
-0.1 0.0 0.0
0.0 0.0 -0.1
-0.1 -0.1 0.0
-0.1 0.0 0.0
0.0 0.0 0.0
0.0 -0.1 -0.1
-0.1 0.0 0.0
0.0 -0.1 0.1
0.0 0.0 0.0
0.0 0.0 0.0
0.0 0.0 0.0
0.0 0.0 0.1
-0.1 0.5 -0.1
-0.1 -0.1 0.0
0.0 0.7 -0.1
-0.2 -0.4 0.1
0.1 0.0 0.0
-0.3 -0.3 -0.1
0.3 0.2 0.0
0.1 0.0 -0.1
0.0 0.1 0.0
0.0 0.0 0.0
0.0 0.0 0.0
0.1 0.0 0.0
0.0 -0.1 0.0
0.2 0.1 0.0
-0.2 -0.2 -0.3
0.1 0.2 0.1
-0.2 -0.1 -0.2
0.0 -0.1 0.2
0.1 0.2 0.3
0.1 0.0 -0.1
0.0 0.1 0.0
0.0 0.0 0.1
0.0 0.0 0.0
0.0 0.0 0.0
0.0 0.0 0.0
0.0 0.0 0.0
0.0 0.0 -0.1
0.0 0.1 0.0
-0.1 0.0 0.1
0.0 0.0 -0.1
0.0 0.1 0.0
0.0 0.0 0.1
0.0 -0.1 0.1
0.0 -0.1 0.0
0.0 0.0 0.1
0.0 0.0 -0.1
0.0 0.1 0.0
0.0 0.1 0.0
0.0 0.0 0.0



[2]
Below is a structure of composition C64H56AsBrNO2P2Ti, with properties calculated with ωB97M-V/def2-TZVPD.

As for the spin multiplicity: 2. Its charge is +2. The lowest unoccupied orbital energy (alpha / beta) comes out at -0.201 / -0.197 Ha. The orbital gap (alpha / beta) comes out at 7.0 / 7.1 eV. The expectation value of S² is 0.75.

Last column: Löwdin spin population.
Element x y z (Å)
Ti: -0.658760 -0.154855 -0.096819  0.997
C: 2.229128 4.810585 -0.339263  0.000
C: 1.663632 3.672315 0.446183  0.000
C: 1.777772 3.577878 1.830909  0.004
C: 1.293996 2.466598 2.517866  0.000
C: 0.690665 1.502772 1.751279  0.007
Br: 0.142054 -0.182354 2.460180  -0.001
N: 0.517717 1.571433 0.432038  0.008
C: 1.006262 2.639204 -0.214152  0.006
H: 2.742968 5.518357 0.306287  0.000
H: 1.443165 5.341935 -0.877017  0.000
H: 2.940355 4.436178 -1.075735  0.000
H: 2.278508 4.362136 2.382088  0.000
H: 1.420973 2.345495 3.582166  0.000
H: 0.892002 2.646204 -1.290289  0.001
O: -4.646122 -0.097411 -0.226732  0.001
C: -5.164096 1.142662 -0.527606  0.000
C: -6.498729 1.391278 -0.822931  0.000
C: -6.921210 2.691796 -1.050607  0.000
C: -6.024722 3.750985 -0.999116  0.000
C: -4.687437 3.484558 -0.779955  0.000
C: -4.238585 2.183140 -0.565310  -0.001
P: -2.436840 1.969109 -0.372694  -0.001
C: -1.850179 2.907202 -1.824197  0.002
C: -2.089267 2.224302 -3.021627  0.001
C: -1.750627 2.783129 -4.241589  0.000
C: -1.158007 4.037247 -4.285955  0.000
C: -0.914581 4.722511 -3.107635  0.000
C: -1.258691 4.165665 -1.884311  0.000
C: -2.230561 2.786195 1.250084  -0.001
C: -1.755042 4.056599 1.552055  0.000
C: -1.748584 4.506359 2.865325  0.000
C: -2.213465 3.700266 3.889957  0.000
C: -2.695384 2.430206 3.600887  0.000
C: -2.703676 1.979762 2.292852  0.000
C: -5.193001 -1.010455 0.649666  0.000
C: -6.525464 -1.119604 1.009104  0.000
C: -6.922837 -2.150890 1.853238  0.000
C: -6.011866 -3.078934 2.328857  0.000
C: -4.681958 -2.966475 1.958183  -0.001
C: -4.261470 -1.931733 1.132053  -0.002
P: -2.578923 -1.905498 0.438607  0.002
C: -2.951489 -2.678897 -1.166768  0.002
C: -2.919006 -1.902111 -2.315797  0.003
C: -3.352180 -2.417206 -3.528906  0.000
C: -3.797844 -3.727235 -3.601477  0.000
C: -3.832691 -4.514862 -2.455909  0.000
C: -3.432950 -3.987054 -1.239880  0.000
C: -1.650847 -3.095625 1.443282  0.004
C: -1.558176 -2.869032 2.820622  0.001
C: -0.776641 -3.691033 3.612160  0.000
C: -0.068025 -4.739276 3.039685  0.001
C: -0.155236 -4.970712 1.676003  0.000
C: -0.946982 -4.153268 0.879340  0.001
H: -7.214485 0.590165 -0.920787  0.000
H: -7.962187 2.871131 -1.278807  0.000
H: -6.360307 4.765477 -1.153727  0.000
H: -3.977024 4.302559 -0.788754  0.000
H: -2.576598 1.253871 -3.005930  0.000
H: -1.956696 2.244881 -5.155928  0.000
H: -0.899247 4.482164 -5.235699  0.000
H: -0.461233 5.703430 -3.136821  0.000
H: -1.058493 4.735201 -0.991914  0.000
H: -1.390092 4.721151 0.787340  0.000
H: -1.386103 5.501335 3.083335  0.000
H: -2.218353 4.063876 4.907019  0.000
H: -3.076900 1.798756 4.390510  0.000
H: -3.106895 0.990827 2.076090  0.000
H: -7.277388 -0.434786 0.656946  0.000
H: -7.966711 -2.225861 2.123541  0.000
H: -6.329136 -3.879948 2.979420  0.000
H: -3.965754 -3.688003 2.326737  0.000
H: -2.559530 -0.873584 -2.276094  0.002
H: -3.334635 -1.800040 -4.416722  0.000
H: -4.127082 -4.136052 -4.546170  0.000
H: -4.186418 -5.534993 -2.508237  0.000
H: -3.496202 -4.597573 -0.347132  0.000
H: -2.122787 -2.064281 3.281203  0.000
H: -0.726987 -3.523087 4.679139  0.000
H: 0.540211 -5.381839 3.660097  0.000
H: 0.388438 -5.789810 1.227550  0.000
H: -1.020938 -4.350473 -0.180467  0.000
C: 6.916189 -3.211740 -0.587873  0.000
C: 6.208832 -3.237866 0.606337  0.000
C: 5.208681 -2.307908 0.840638  0.000
C: 4.917712 -1.337637 -0.112827  0.000
C: 5.624211 -1.315556 -1.309052  0.000
C: 6.621809 -2.252830 -1.543299  0.000
As: 3.450745 -0.096633 0.244585  0.001
C: 4.220281 1.478276 -0.615213  0.000
C: 4.175100 1.816240 -1.958474  0.000
C: 4.873612 2.929279 -2.413158  0.000
C: 5.603251 3.704201 -1.521986  0.000
C: 5.619691 3.392325 -0.170301  0.000
C: 4.924599 2.280761 0.292309  0.000
C: 4.835067 1.848539 1.699797  0.000
C: 5.368361 2.524251 2.790813  0.000
C: 5.176311 2.025231 4.070994  0.000
C: 4.456544 0.854995 4.271123  0.000
C: 3.921816 0.173527 3.185644  0.000
C: 4.113093 0.667801 1.906573  0.000
H: 7.695876 -3.937661 -0.771356  0.000
H: 6.441546 -3.979891 1.357959  0.000
H: 4.664256 -2.342265 1.778555  0.000
H: 5.418305 -0.564176 -2.062591  0.000
H: 7.175583 -2.224084 -2.472393  0.000
H: 3.615557 1.214800 -2.666423  0.000
H: 4.857639 3.184092 -3.464232  0.000
H: 6.159986 4.558319 -1.881242  0.000
H: 6.186232 4.009558 0.513136  0.000
H: 5.938299 3.432635 2.652645  0.000
H: 5.597801 2.548130 4.917940  0.000
H: 4.318928 0.471557 5.273005  0.000
H: 3.365789 -0.743715 3.349164  0.000
C: -0.054823 -3.024627 -2.859421  -0.001
C: 0.889802 -2.202241 -1.994338  -0.003
C: 1.755575 -1.318708 -2.881093  -0.001
C: 1.724076 -3.088490 -1.055907  -0.001
O: 0.088896 -1.296785 -1.175520  -0.031
H: 0.548214 -3.754669 -3.399438  0.000
H: -0.579686 -2.408425 -3.588111  0.000
H: -0.793532 -3.563374 -2.269202  0.000
H: 2.301134 -1.946826 -3.586246  0.000
H: 2.485077 -0.759245 -2.294369  0.000
H: 1.140303 -0.617959 -3.449736  0.000
H: 2.793624 -2.970683 -1.244478  0.000
H: 1.473245 -4.139114 -1.192437  0.000
H: 1.541934 -2.837423 -0.008495  0.000

Atomic forces in eV per Å
-0.7 -0.5 -0.3
0.0 0.1 0.0
-0.1 -0.2 0.1
0.0 -0.1 0.0
0.0 0.0 -0.2
0.3 0.1 0.0
0.0 0.0 0.1
0.2 0.2 0.2
0.1 -0.1 0.1
0.0 0.0 0.0
0.0 0.0 0.0
0.0 0.0 0.0
0.0 0.0 0.0
0.0 0.0 0.1
0.0 0.0 0.0
0.0 -0.1 -0.2
0.0 0.1 0.2
-0.1 0.0 -0.1
0.1 0.0 0.0
0.0 -0.1 0.0
-0.1 0.1 -0.1
0.0 -0.1 -0.1
0.1 0.0 0.1
0.0 0.0 0.0
0.0 0.0 0.0
0.0 0.0 0.0
0.0 0.0 0.0
0.0 0.0 0.0
0.0 0.0 0.0
0.0 -0.1 0.0
0.0 0.0 0.0
0.0 0.0 0.0
0.0 0.0 0.0
0.0 0.0 0.0
0.0 -0.1 0.0
0.0 0.0 -0.1
-0.1 0.0 0.1
0.1 0.0 0.0
0.0 0.1 0.0
0.0 0.0 0.2
0.2 0.1 0.1
0.0 -0.1 -0.4
-0.1 0.0 0.1
-0.1 0.3 -0.1
0.0 0.0 0.0
0.0 0.0 0.0
0.0 0.0 0.0
0.0 0.0 0.0
-0.1 -0.1 0.0
0.0 0.0 0.0
0.0 0.0 0.1
0.0 -0.1 -0.1
0.0 0.1 0.0
0.0 0.0 0.0
0.1 0.0 0.0
0.0 0.0 0.0
0.0 0.0 0.0
0.0 0.0 0.0
0.0 0.0 0.0
0.0 0.0 0.0
0.0 0.0 0.0
0.0 0.0 0.0
0.0 0.0 0.0
0.0 0.0 0.0
0.0 0.0 0.0
0.0 0.0 0.1
0.0 0.0 0.0
0.0 0.1 0.0
0.1 0.0 0.0
0.0 0.0 0.0
0.0 0.0 0.0
0.0 0.0 0.0
-0.1 -0.2 0.1
0.0 0.0 0.0
0.0 0.0 0.0
0.0 0.0 0.0
0.0 0.0 0.0
0.0 0.0 0.0
0.0 0.0 0.0
0.0 0.0 0.0
0.0 0.0 0.0
0.0 0.0 0.0
0.0 0.0 0.0
0.0 0.0 0.0
0.0 0.0 0.0
-0.1 0.0 0.0
0.0 0.0 0.0
0.0 0.0 0.0
0.1 0.2 0.0
0.0 0.0 0.1
0.0 0.0 0.0
0.0 0.0 0.0
0.0 0.0 0.0
0.0 0.0 0.0
-0.1 0.0 0.0
0.0 0.0 0.0
0.0 0.0 0.0
0.0 0.0 0.0
0.0 0.0 0.1
-0.1 -0.1 0.0
0.1 -0.1 -0.1
0.0 0.0 0.0
0.0 0.0 0.0
0.0 0.0 0.0
0.0 0.0 0.0
0.0 0.0 0.0
0.0 0.0 0.0
0.0 0.0 0.0
0.0 0.0 0.0
0.0 0.0 0.0
0.0 0.0 0.0
0.0 0.0 0.0
0.0 0.0 0.0
0.0 0.0 0.0
0.2 -0.1 0.0
-0.1 0.2 0.0
0.1 0.0 0.0
0.1 0.0 0.0
-0.1 0.4 0.1
0.0 0.0 -0.1
0.1 0.0 0.0
0.1 0.0 0.0
0.0 0.0 0.0
-0.1 0.0 0.0
0.0 0.0 0.0
-0.1 0.0 0.0
0.0 0.0 0.0
0.0 0.0 -0.1



Question: Which of these has the highest charge?
Answer: C64H55Br2N6P4SSe2Sn